Molecular formula: C8H27AsF6O5
Method: DFT, ωB97M-V/def2-TZVPD

Each line ends with the Mulliken charge.
Geometry (Å):
O1 0.057 0.071 -0.390  -0.367
H1 0.017 -0.103 0.553  0.456
H2 0.727 0.734 -0.573  0.456
H3 -0.819 0.345 -0.671  0.440
As1 1.188 -5.038 -3.305  1.986
F1 0.250 -3.659 -3.928  -0.502
F2 0.070 -6.191 -4.091  -0.486
F3 2.163 -6.442 -2.724  -0.502
F4 2.348 -3.965 -2.579  -0.472
F5 0.243 -5.003 -1.785  -0.505
F6 2.144 -5.034 -4.866  -0.518
C1 -1.834 3.558 4.222  -0.957
C2 -0.907 4.233 3.256  -0.177
O2 0.226 3.403 3.152  -0.523
H4 -1.325 3.398 5.172  0.276
H5 -2.163 2.561 3.929  0.262
H6 -2.758 4.119 4.367  0.335
H7 -0.666 5.254 3.552  0.269
H8 -1.515 4.297 2.353  0.205
H9 0.972 3.711 3.671  0.311
C3 -5.043 -1.162 -0.568  -1.069
C4 -5.438 0.240 -1.031  -0.160
O3 -4.283 0.957 -1.313  -0.515
H10 -5.931 -1.714 -0.261  0.337
H11 -4.475 -1.166 0.363  0.270
H12 -4.527 -1.764 -1.316  0.306
H13 -5.879 0.853 -0.245  0.241
H14 -6.109 0.256 -1.890  0.307
H15 -4.518 1.716 -1.852  0.292
C5 3.310 -2.498 4.409  -0.979
C6 2.007 -2.058 5.048  -0.156
O4 1.011 -2.075 4.103  -0.518
H16 4.023 -2.862 5.149  0.317
H17 3.797 -1.635 3.957  0.240
H18 3.152 -3.237 3.623  0.305
H19 2.024 -1.056 5.476  0.214
H20 1.777 -2.823 5.788  0.276
H21 0.209 -2.487 4.432  0.304
C7 3.272 1.906 -5.383  -0.980
C8 2.354 2.873 -4.668  -0.192
O5 2.747 2.787 -3.313  -0.527
H22 3.108 0.864 -5.108  0.264
H23 4.325 2.100 -5.181  0.315
H24 3.227 2.017 -6.466  0.329
H25 1.330 2.565 -4.884  0.261
H26 2.544 3.889 -5.013  0.232
H27 3.568 3.262 -3.168  0.302

Cartesian forces, eV/Å:
O 0.0 -0.7 0.0
H 0.2 -0.5 1.1
H 0.7 0.7 -0.4
H -1.0 0.3 -0.7
As 0.5 -1.5 -1.5
F 0.5 -0.8 0.6
F 0.6 1.1 0.9
F -1.0 1.4 -0.4
F -0.2 0.1 -0.1
F 0.6 -0.1 -1.2
F -0.9 0.1 1.8
C -0.6 -0.1 1.2
C -0.9 -0.3 0.6
O 0.6 -0.3 -1.1
H -0.2 0.2 0.2
H 0.3 0.0 -0.5
H 0.0 0.2 0.2
H 0.1 0.0 0.1
H 0.8 0.0 -0.7
H -0.2 0.3 0.0
C -0.9 0.0 0.4
C -0.3 -0.3 0.8
O 2.0 0.7 -1.0
H -0.2 0.0 -0.3
H 0.4 0.4 -0.1
H 0.0 0.3 -0.1
H -0.9 -0.7 0.4
H -0.1 -0.4 -0.1
H 0.1 0.1 0.0
C 0.6 1.0 -0.1
C 0.7 -1.1 0.9
O -1.8 0.2 -2.0
H -0.1 -0.2 0.0
H 0.1 0.0 -0.3
H -0.1 -0.1 0.2
H 0.5 -0.1 0.4
H -0.1 0.3 0.6
H 0.1 0.0 0.1
C 0.6 -0.1 -1.2
C 1.9 -0.5 -0.7
O -1.3 0.0 1.5
H -0.3 0.1 0.0
H 0.0 0.2 0.4
H -0.4 -0.2 -0.2
H -0.2 0.3 0.8
H -0.4 0.1 -0.3
H 0.0 0.0 -0.3

Computed properties:
total charge: 0
highest occupied orbital energy: -0.38728 Eh
energy: -3532.0750 Ha
gap between HOMO and LUMO: 8.0 eV

---

Molecular formula: C8H27BrGaO7
Method: DFT, ωB97M-V/def2-TZVPD

Each line ends with the Mulliken charge.
Geometry (Å):
O1 1.543 -0.342 -0.459  -0.501
C1 0.903 0.479 -1.016  -0.016
O2 1.040 1.757 -0.775  -0.260
C2 0.461 2.589 -1.797  -0.438
C3 -0.713 3.388 -1.214  -0.846
Ga1 -2.329 2.125 -1.341  0.294
Br1 -2.924 1.787 -3.702  -0.574
H1 0.158 0.150 -1.733  0.478
H2 0.065 1.984 -2.603  0.292
H3 1.214 3.246 -2.224  0.309
H4 -0.466 3.600 -0.175  0.218
H5 -0.851 4.334 -1.727  0.422
H6 -1.768 0.729 -0.831  -0.094
H7 -3.611 2.634 -0.535  -0.345
C4 2.853 2.250 2.586  -0.390
O3 3.631 1.365 1.793  -0.535
H8 3.502 3.023 2.996  0.136
H9 2.082 2.721 1.971  0.231
H10 2.378 1.711 3.413  0.274
H11 3.008 0.714 1.444  0.277
C5 -2.323 -2.659 -1.099  -0.655
O4 -1.266 -1.708 -1.132  -0.251
H12 -3.248 -2.145 -1.350  0.241
H13 -2.149 -3.456 -1.822  0.219
H14 -2.413 -3.090 -0.095  0.289
H15 -0.447 -2.170 -0.908  0.227
C6 3.031 -3.511 0.348  -0.560
O5 2.272 -3.235 -0.818  -0.479
H16 2.838 -4.542 0.640  0.240
H17 4.101 -3.391 0.154  0.251
H18 2.735 -2.847 1.166  0.245
H19 2.449 -2.318 -1.060  0.307
C7 -4.259 -6.435 -1.814  -0.514
O6 -3.816 -5.225 -2.413  -0.454
H20 -4.444 -6.237 -0.762  0.204
H21 -5.186 -6.783 -2.279  0.239
H22 -3.495 -7.214 -1.901  0.257
H23 -3.652 -5.402 -3.345  0.270
C8 1.559 5.258 4.426  -0.532
O7 0.935 5.281 3.150  -0.461
H24 0.967 4.625 5.082  0.212
H25 2.570 4.849 4.347  0.206
H26 1.602 6.269 4.844  0.285
H27 1.462 5.840 2.570  0.282

Cartesian forces, eV/Å:
O 1.9 -1.9 1.8
C -1.1 0.2 -1.0
O 0.2 0.7 -0.6
C -1.2 1.3 0.0
C -0.1 -0.7 -0.2
Ga 0.0 0.3 0.9
Br 0.1 0.1 0.0
H -0.4 0.5 -0.5
H 0.3 -0.4 -0.3
H 0.6 -0.2 0.2
H -0.1 0.1 0.2
H 0.1 0.1 -0.2
H -0.2 0.1 -0.1
H -0.1 0.0 -0.2
C -0.2 -0.1 -0.3
O -0.1 -0.1 0.2
H 0.1 -0.1 -0.1
H -0.1 0.1 0.2
H 0.0 0.1 0.1
H 0.2 0.1 -0.3
C 0.4 0.1 0.0
O 0.1 -0.3 0.0
H 0.0 0.1 0.0
H -0.1 -0.1 0.0
H -0.1 -0.1 0.0
H 0.0 0.1 0.0
C -0.1 0.2 -0.2
O 0.2 -0.2 -0.1
H 0.0 0.0 0.0
H 0.0 0.0 0.1
H 0.1 0.0 0.1
H -0.3 0.1 0.1
C 0.1 0.1 -0.3
O -0.1 -0.2 0.0
H 0.0 0.1 0.0
H 0.0 -0.1 0.1
H -0.1 -0.1 0.1
H 0.0 0.1 0.1
C 0.1 0.2 -0.4
O 0.0 0.0 0.1
H 0.0 0.0 0.0
H 0.0 0.0 0.2
H 0.1 -0.1 0.2
H -0.1 -0.1 0.0

Computed properties:
total charge: -1
highest occupied orbital energy: -0.17948 Eh
energy: -5346.4616 Ha
gap between HOMO and LUMO: 7.4 eV

---

Molecular formula: C8H27MnO8
Method: DFT, ωB97M-V/def2-TZVPD

Each line ends with the Mulliken charge.
Geometry (Å):
Mn1 -0.917 -0.629 -3.619  1.169
C1 -0.785 0.612 0.240  -1.018
C2 -0.807 0.036 -1.153  1.655
O1 -1.659 -0.811 -1.518  -0.692
O2 0.005 0.479 -2.044  -0.961
H1 -0.303 1.588 0.160  0.434
H2 -0.106 0.083 0.909  0.214
H3 -1.809 0.632 0.601  0.312
C3 -4.849 1.537 -1.190  -0.511
O3 -4.795 0.178 -1.609  -0.431
H4 -4.832 2.214 -2.049  0.278
H5 -5.720 1.723 -0.571  0.270
H6 -3.976 1.804 -0.577  0.173
H7 -3.978 0.059 -2.094  0.191
C4 0.738 -2.995 0.548  -0.229
O4 2.066 -3.499 0.344  -0.528
H8 0.631 -2.020 0.062  -0.117
H9 0.036 -3.701 0.096  0.267
H10 0.575 -2.981 1.621  0.287
H11 2.122 -3.813 -0.562  0.292
C5 3.570 -0.614 -1.458  -0.423
O5 2.437 -0.969 -2.293  -0.539
H12 3.312 0.259 -0.852  0.074
H13 3.816 -1.380 -0.719  0.260
H14 4.411 -0.435 -2.123  0.270
H15 1.744 -0.379 -1.989  0.357
C6 1.964 1.546 3.244  -0.294
O6 3.313 1.897 3.034  -0.519
H16 1.434 2.258 3.874  0.296
H17 1.414 1.472 2.297  -0.104
H18 1.870 0.576 3.742  0.353
H19 3.842 1.107 2.898  0.289
C7 2.398 3.734 0.254  -0.338
O7 3.644 3.796 0.920  -0.538
H20 1.581 3.780 0.986  0.205
H21 2.285 4.539 -0.467  0.336
H22 2.281 2.779 -0.284  -0.038
H23 3.574 3.183 1.672  0.401
C8 -3.690 -3.168 -0.128  -0.498
O8 -2.657 -2.581 0.692  -0.496
H24 -3.274 -3.954 -0.763  0.228
H25 -4.456 -3.615 0.501  0.278
H26 -4.173 -2.373 -0.701  0.149
H27 -2.277 -1.955 0.067  0.237

Cartesian forces, eV/Å:
Mn 0.6 0.5 2.6
C 0.6 0.1 -0.8
C 0.5 0.7 0.3
O -0.5 -0.6 -1.4
O -0.3 -0.3 -1.0
H -0.5 0.2 0.0
H -0.3 -0.5 -0.1
H 0.1 0.1 0.3
C 0.8 0.4 0.0
O -0.3 0.0 0.1
H -0.3 0.0 0.0
H -0.2 -0.3 -0.2
H 0.0 -0.1 0.0
H 0.0 -0.1 0.1
C 0.7 -1.0 -0.6
O -0.2 0.3 0.1
H -0.1 0.1 0.3
H -0.3 0.2 0.2
H -0.1 0.3 0.0
H 0.1 0.0 0.0
C -0.2 -0.1 0.1
O 0.0 0.0 0.5
H 0.3 0.2 -0.4
H -0.1 -0.3 -0.4
H 0.1 0.2 0.2
H 0.0 0.0 -0.1
C -0.6 -0.8 0.0
O 0.1 0.4 0.1
H 0.4 0.3 0.0
H 0.1 0.1 0.0
H 0.1 0.0 0.0
H 0.0 0.0 0.0
C -0.1 -0.6 0.4
O -0.3 0.0 -0.2
H -0.1 0.2 -0.2
H 0.2 0.1 0.1
H 0.0 0.1 -0.1
H 0.2 0.2 -0.1
C 0.1 0.2 0.5
O -0.4 -0.1 -0.7
H -0.1 0.1 -0.2
H 0.1 0.0 0.2
H -0.1 -0.2 -0.2
H 0.3 0.1 0.4

Computed properties:
total charge: +1
multiplicity: 6
highest occupied orbital energy (alpha / beta): -0.43997 / -0.43997 Eh
⟨S²⟩: 8.75
energy: -2073.5159 Ha
gap between HOMO and LUMO (alpha / beta): 4.4 / 4.4 eV

---

Molecular formula: C8H27NO5
Method: DFT, ωB97M-V/def2-TZVPD

Each line ends with the Mulliken charge.
Geometry (Å):
C1 3.824 0.798 0.331  -0.822
O1 2.755 1.320 1.024  -0.331
C2 2.334 0.617 2.178  -0.813
C3 1.218 1.526 2.874  0.295
C4 0.554 0.964 4.116  -1.167
N1 0.287 1.483 1.791  -0.526
H1 4.815 0.751 0.876  0.290
H2 3.982 1.428 -0.552  0.317
H3 3.848 -0.178 -0.215  0.322
H4 1.810 -0.354 1.829  0.267
H5 3.140 0.375 2.856  0.527
H6 1.782 2.456 3.111  0.345
H7 -0.142 1.751 4.394  0.356
H8 1.446 0.701 4.777  0.393
H9 -0.012 -0.117 4.050  0.125
H10 0.587 1.374 0.994  0.304
H11 -0.422 2.452 1.852  0.247
C5 -0.447 -0.790 -0.345  -0.622
O2 -0.539 -1.117 0.994  -0.595
H12 -0.980 -0.007 -0.431  0.518
H13 -0.738 -1.433 -1.061  0.208
H14 0.631 -0.419 -0.599  0.105
H15 -0.387 -0.326 1.469  0.278
C6 -3.279 0.713 2.565  -0.539
O3 -4.227 1.198 3.417  -0.497
H16 -3.210 1.096 1.675  0.352
H17 -3.115 -0.358 2.639  0.285
H18 -2.192 1.068 2.821  0.088
H19 -4.713 0.647 3.843  0.275
C7 -2.208 -2.479 -4.364  -0.350
O4 -2.760 -3.703 -4.766  -0.488
H20 -2.981 -1.656 -3.940  0.249
H21 -1.527 -2.072 -5.110  0.126
H22 -1.700 -2.545 -3.346  0.143
H23 -3.570 -3.679 -4.346  0.309
C8 0.705 -0.299 -4.651  -0.551
O5 1.653 0.602 -4.288  -0.496
H24 0.002 -0.009 -5.381  0.316
H25 0.253 -0.705 -3.684  0.067
H26 1.008 -1.263 -5.027  0.387
H27 2.512 0.189 -4.371  0.305

Cartesian forces, eV/Å:
C 2.8 -0.4 -1.6
O -0.3 -0.2 0.5
C -1.7 -1.1 0.4
C 2.1 -2.5 -1.9
C 1.1 -2.9 0.3
N -8.6 6.3 10.5
H -1.1 0.4 0.0
H 0.0 0.5 0.4
H -1.4 -0.1 1.0
H 0.9 1.1 0.7
H 0.5 0.0 0.1
H -0.8 -0.1 -0.3
H 0.0 -0.3 1.0
H -1.5 0.9 0.1
H 1.2 2.9 -0.5
H 4.3 -0.6 -10.3
H 2.6 -3.8 -0.7
C 6.4 -0.4 2.0
O -0.4 -3.4 0.1
H -4.1 6.0 -1.4
H -1.0 -3.1 -1.8
H -1.4 -0.8 0.1
H 0.2 1.6 1.1
C 4.1 -2.2 5.1
O 3.6 7.0 -3.6
H -1.3 1.7 -5.6
H -0.5 -0.3 -0.6
H -1.5 -0.4 0.7
H -4.4 -5.9 3.9
C -0.3 2.2 3.3
O 2.1 0.6 -1.2
H 1.1 -1.6 -2.0
H -0.2 0.0 0.1
H 0.3 -0.5 -1.3
H -2.9 -0.7 1.1
C -1.4 -3.2 2.5
O 1.5 1.3 -0.3
H -1.0 1.2 -0.5
H -0.5 0.9 -1.1
H 1.2 -0.3 -0.6
H 0.2 0.2 0.0

Computed properties:
structure (SMILES): COC[C@H](C)N.CO.CO.CO.CO
total charge: 0
highest occupied orbital energy: -0.35136 Eh
energy: -751.6502 Ha
gap between HOMO and LUMO: 10.2 eV

---

Molecular formula: C8H28N10O6
Method: DFT, ωB97M-V/def2-TZVPD

Each line ends with the Mulliken charge.
Geometry (Å):
N1 -0.583 2.921 -6.295  -0.393
C1 -0.976 2.157 -5.348  0.641
N2 -1.246 0.996 -5.845  -0.346
O1 -1.057 2.502 -4.171  -0.673
H1 -0.037 3.750 -6.108  0.251
H2 -0.351 2.420 -7.141  0.166
H3 -1.009 0.749 -6.795  0.149
H4 -1.787 0.372 -5.263  0.209
N3 1.686 0.004 5.264  -0.351
C2 1.523 -0.679 6.345  0.687
N4 1.235 -1.875 6.017  -0.429
O2 1.289 -0.207 7.416  -0.650
H5 1.683 -0.461 4.368  0.118
H6 1.569 1.007 5.230  0.203
H7 1.334 -2.153 5.052  0.198
H8 0.576 -2.246 6.687  0.224
N5 -6.167 -2.600 -3.739  -0.381
C3 -4.922 -2.798 -3.448  0.678
N6 -4.910 -3.682 -2.486  -0.369
O3 -4.019 -2.145 -3.932  -0.660
H9 -6.925 -3.154 -3.367  0.150
H10 -6.394 -1.944 -4.473  0.209
H11 -5.709 -4.283 -2.346  0.175
H12 -4.015 -3.946 -2.098  0.195
N7 -2.114 -3.503 2.851  -0.409
C4 -2.365 -4.654 2.294  0.651
N8 -2.982 -5.346 3.187  -0.419
O4 -2.394 -4.972 1.134  -0.644
H13 -1.310 -3.168 2.340  0.207
H14 -2.152 -3.370 3.851  0.222
H15 -3.268 -6.236 2.805  0.235
H16 -2.958 -4.981 4.128  0.150
N9 -0.115 -1.261 -0.739  -0.348
C5 0.856 -0.887 -0.010  0.645
N10 1.692 -0.206 -0.681  -0.454
O5 1.070 -1.267 1.134  -0.686
H17 -0.005 -1.099 -1.730  0.184
H18 -0.630 -2.089 -0.478  0.205
H19 1.284 0.257 -1.480  0.215
H20 2.259 0.366 -0.071  0.243
C6 3.099 4.706 0.863  -1.375
C7 4.480 4.729 0.226  0.520
C8 5.436 5.522 1.088  -1.239
O6 4.923 3.365 0.168  -0.571
H21 2.344 4.117 0.343  0.317
H22 2.782 5.738 1.014  0.360
H23 2.886 4.309 1.856  0.374
H24 4.443 5.127 -0.788  0.328
H25 5.348 6.608 1.083  0.357
H26 6.422 5.200 0.751  0.298
H27 5.191 5.173 2.091  0.300
H28 4.993 3.117 -0.756  0.330

Cartesian forces, eV/Å:
N 2.5 4.1 -4.3
C -0.1 0.9 4.3
N -1.7 -5.0 -0.1
O -0.3 -0.4 0.0
H -0.2 -0.2 0.1
H 0.1 0.9 -0.1
H -0.4 -0.2 0.5
H 0.2 -0.3 -0.3
N 2.0 4.2 -4.6
C -1.8 2.8 0.8
N -0.7 -6.8 0.2
O 0.4 1.0 3.0
H 0.0 0.5 0.1
H 0.4 -0.3 0.3
H -0.5 -0.5 0.6
H 0.3 -0.9 -0.5
N -5.0 1.7 -2.8
C 1.1 1.3 -0.3
N 2.3 -2.9 2.9
O 1.1 -0.1 -0.1
H 0.3 0.3 -0.2
H 0.0 -0.2 0.2
H 0.6 0.1 0.2
H -0.3 -0.2 0.0
N 3.3 4.7 -0.9
C -2.7 -0.4 -0.6
N -1.8 -4.0 2.4
O 1.6 0.0 -2.2
H 0.2 1.5 0.6
H 0.4 0.0 -0.4
H -0.4 -0.2 1.2
H -0.5 -1.4 -0.1
N -5.2 -2.4 -3.1
C 0.7 -2.7 4.4
N 4.3 4.6 -2.2
O -0.3 0.0 1.3
H -0.5 -0.3 0.2
H -0.1 0.3 0.0
H 0.6 0.4 0.0
H 0.4 0.2 -0.4
C -1.3 0.6 0.0
C -1.0 -0.6 0.7
C 0.1 -0.7 0.0
O 0.4 0.0 -0.2
H 0.1 0.4 -0.9
H -0.4 0.2 -0.5
H 1.5 -0.3 0.4
H -0.2 0.1 -0.1
H -0.2 -0.1 -0.3
H 0.2 0.3 0.5
H 0.7 0.1 0.3
H 0.1 -0.1 0.1

Computed properties:
structure (SMILES): NC(N)=O.NC(N)=O.NC(N)=O.NC(N)=O.NC(N)=O.CC(C)O
total charge: 0
highest occupied orbital energy: -0.35084 Eh
energy: -1320.6298 Ha
gap between HOMO and LUMO: 9.9 eV

---

Molecular formula: C8H29BN2O3
Method: DFT, ωB97M-V/def2-TZVPD

Each line ends with the Mulliken charge.
Geometry (Å):
O1 -0.041 0.496 -0.224  -0.598
H1 0.801 0.093 -0.447  0.565
H2 -0.795 -0.095 -0.174  1.478
H3 0.036 0.970 0.608  -1.025
B1 -0.391 0.645 1.805  -0.150
H4 0.537 0.244 1.428  -0.003
H5 -0.182 1.187 2.715  -0.325
H6 -0.702 1.362 1.062  0.918
H7 -1.209 -0.030 2.002  -0.590
C1 -3.556 -1.340 1.258  -1.705
C2 -2.182 -1.042 0.765  0.610
C3 -1.837 -1.856 -0.525  -0.796
O2 -0.509 -1.635 -0.836  -0.105
C4 0.142 -2.362 -1.877  -0.869
N1 -2.101 0.296 0.291  -0.964
H8 -3.903 -0.402 1.691  0.353
H9 -3.449 -2.234 1.873  0.429
H10 -4.213 -1.574 0.421  0.342
H11 -1.540 -1.197 1.632  0.435
H12 -2.366 -1.462 -1.392  0.390
H13 -1.906 -2.898 -0.211  0.374
H14 0.169 -3.413 -1.589  0.304
H15 1.174 -2.014 -1.840  0.234
H16 -0.188 -2.201 -2.903  0.281
H17 -2.499 0.976 0.923  0.293
H18 -2.705 0.485 -0.496  0.302
C5 1.759 0.678 -2.308  -1.220
C6 2.462 0.268 -0.949  -0.434
C7 2.464 1.420 0.086  -0.579
O3 1.257 2.036 0.361  -0.275
C8 1.306 2.905 1.486  -0.982
N2 1.653 -0.905 -0.574  -0.550
H19 2.331 1.503 -2.731  0.451
H20 0.783 1.162 -2.258  0.219
H21 1.616 -0.151 -3.001  0.402
H22 3.517 0.117 -1.178  0.388
H23 3.103 2.151 -0.409  0.477
H24 2.807 0.987 1.025  0.379
H25 1.592 2.408 2.414  0.360
H26 0.466 3.598 1.453  0.295
H27 2.151 3.587 1.393  0.377
H28 1.976 -1.177 0.344  0.157
H29 2.172 -1.585 -1.111  0.359

Cartesian forces, eV/Å:
O 0.9 -0.3 -11.1
H -1.8 -0.7 -0.2
H 0.7 0.7 -0.3
H 0.5 1.8 -0.2
B 0.0 0.8 7.3
H 3.5 -2.6 1.7
H 0.8 2.0 3.8
H -2.3 4.3 1.4
H -0.8 -0.6 1.9
C -0.3 -0.8 -0.6
C -2.0 -2.0 -2.6
C 0.1 -0.9 1.4
O 1.1 -1.4 -1.3
C -0.3 -0.6 0.4
N -5.4 1.3 -0.4
H -0.3 -0.6 0.8
H -0.8 0.3 0.6
H -0.3 0.0 0.0
H 0.2 -0.8 -1.4
H -1.1 -0.7 0.1
H -0.9 -0.5 -0.8
H -0.3 -0.4 -0.4
H -1.7 -1.1 -1.2
H -0.8 0.0 0.1
H 0.5 -0.1 0.6
H -0.3 -0.9 -0.8
C 0.8 1.4 0.0
C -1.5 2.0 -1.7
C 0.3 -0.4 -0.5
O 1.1 2.7 0.4
C 1.9 1.1 -0.6
N 7.3 -1.3 1.3
H 0.5 -0.3 -0.6
H -0.1 -0.4 0.8
H 0.6 0.0 0.0
H 0.1 -0.5 0.2
H 0.7 0.2 0.6
H 0.8 0.2 0.1
H -1.1 -0.3 0.1
H -0.4 -0.8 0.5
H 0.5 0.3 -0.6
H -0.4 0.0 1.0
H 0.1 -0.3 0.2

Computed properties:
total charge: 0
highest occupied orbital energy: -0.27473 Eh
energy: -681.6479 Ha
gap between HOMO and LUMO: 8.0 eV